## one
19
Properties=species:S:1:pos:R:3 method="wB97M-V/def2-TZVPD" charge=+1 spin_multiplicity=2 gap_ev="8.12 / 8.00" homo_energy_ev="-14.5 / -14.7" mol_weight_g_mol=112.125 s_squared=0.754
C -1.8083 -2.5027 -1.4411
C -1.1463 -1.7385 -0.3634
C 0.1039 -1.1602 -0.2918
O 0.2500 0.1903 0.0008
H -1.8909 -1.8492 -2.3159
H -2.8662 -2.7375 -1.2590
H -1.2622 -3.4488 -1.5184
H -1.3831 -1.8112 0.7422
H 0.9203 -1.9023 -0.1191
H 0.9180 0.4132 0.6690
H -0.7879 1.5989 -0.9979
H -1.5440 2.7942 -1.3407
O -0.6351 2.4934 -1.2294
H 2.6120 1.8473 0.1486
H 3.8569 0.8102 0.3089
O 3.1615 1.2834 0.7845
H 1.1507 2.0797 3.0229
H -0.1231 2.1942 2.5416
O 0.4736 1.4455 2.6580


## two
19
Properties=species:S:1:pos:R:3 method="wB97M-V/def2-TZVPD" charge=+1 spin_multiplicity=2 gap_ev="8.25 / 4.33" homo_energy_ev="-14.1 / -14.1" mol_weight_g_mol=112.125 s_squared=0.757
O 0.2228 1.0071 -0.2240
C -0.6615 0.2189 -0.3815
C -1.9141 0.4620 -1.1787
C -3.1213 0.6070 -0.2244
H -0.4446 -0.7948 0.0059
H -1.7268 1.2672 -1.8810
H -2.1806 -0.4379 -1.7357
H -3.3254 -0.3701 0.2144
H -3.0521 1.3640 0.5507
H -4.0244 0.8001 -0.8082
H 2.8621 1.7717 1.5806
H 2.2306 0.8092 0.6638
O 2.7426 0.8208 1.4583
H 0.8625 0.0937 2.1817
H 0.0703 -0.3332 3.3908
O 0.0380 -0.3194 2.4400
H 4.1472 -2.9240 -2.3768
H 3.8147 -1.7630 -1.4679
O 3.4599 -2.2793 -2.2080


Unit: kJ/mol. Relative energies: one 85.1; two 0.0.


## one
8
Properties=species:S:1:pos:R:3 method="wB97M-V/def2-TZVPD" gap_ev=10.17 homo_energy_ev=-9.3 mol_weight_g_mol=94.481 smiles=CC#P.Cl
C 0.7049 -1.5039 0.2742
C 0.5661 -0.2131 0.9765
P 0.2275 1.1565 1.6129
H 0.0557 -1.2724 -0.5133
H 0.4504 -2.3475 0.8433
H 1.7361 -1.5094 -0.1545
Cl -1.5251 2.3086 -1.5929
H -2.2154 3.3813 -1.4461


## two
8
Properties=species:S:1:pos:R:3 method="wB97M-V/def2-TZVPD" gap_ev=10.39 homo_energy_ev=-9.3 mol_weight_g_mol=94.481 smiles=Cl[C@@H]1CP1
Cl -0.3766 -1.3670 -1.5664
C 0.3628 -0.0465 -0.6588
C 0.3590 -0.0064 0.8299
P -0.7623 1.2347 0.0268
H 1.2483 0.2944 -1.1721
H 0.0050 -0.9523 1.2819
H 1.3509 0.2585 1.2464
H -2.1872 0.5846 0.0124


Unit: kJ/mol. Relative energies: one 24.7; two 0.0.


## one
11
Properties=species:S:1:pos:R:3 method="wB97M-V/def2-TZVPD" gap_ev=8.90 homo_energy_ev=-9.7 mol_weight_g_mol=104.045 smiles="O=[PH]=O.C#CC"
O 2.3095 -0.0531 -1.0793
P 3.0225 0.6517 -0.0361
O 4.1270 1.5823 -0.3071
H 3.0378 0.1427 1.2348
C 0.1989 -1.6732 -0.3149
C -0.5566 -0.9084 0.2385
C -1.8940 -0.7511 0.6888
H 0.8776 -2.1925 -0.9672
H -2.2379 -1.7222 0.9553
H -2.4820 -0.3129 -0.1784
H -2.1336 -0.2907 1.6988


## two
11
Properties=species:S:1:pos:R:3 method="wB97M-V/def2-TZVPD" gap_ev=9.96 homo_energy_ev=-9.4 mol_weight_g_mol=104.045 smiles="O=C(P)[C@@H]1CO1"
O -0.5524 1.4837 0.7951
C -0.6100 0.4793 0.1458
P -2.2773 -0.1839 -0.3740
C 0.5558 -0.0720 -0.6271
C 1.8615 -0.0495 0.1502
O 1.5951 0.8181 -0.8682
H -2.1757 -1.4531 0.1173
H -3.0915 0.2244 0.8239
H 0.2636 -0.7736 -1.3028
H 1.8757 0.2839 1.0957
H 2.5552 -0.7574 0.0442


Unit: kJ/mol. Relative energies: one 0.0; two 44.1.


## one
90
Properties=species:S:1:pos:R:3 method="wB97M-V/def2-TZVPD" gap_ev=9.48 homo_energy_ev=-10.0 mol_weight_g_mol=540.450
O -2.4087 2.3506 3.7477
H -2.7067 3.1716 4.1392
H -2.4599 1.7128 4.4597
O 0.4407 2.1409 1.5870
H -0.2159 1.6310 2.0613
H 1.1702 1.5342 1.4603
O 4.1168 1.3095 -2.6046
H 4.8670 1.0941 -3.1586
H 4.2294 2.2374 -2.3982
O 4.0841 2.8155 0.0295
H 4.9846 3.1377 0.0699
H 3.6632 3.1812 0.8075
O 4.1360 -3.8496 -0.9645
H 3.7377 -3.1792 -1.5195
H 4.4325 -4.5230 -1.5768
O -0.4881 -3.6383 -1.2996
H 0.3934 -3.7470 -0.9427
H -0.3855 -2.9946 -2.0005
O 0.4132 -1.8732 -3.2994
H 1.3013 -1.9327 -3.6517
H 0.1605 -0.9606 -3.4385
O -0.4228 -6.0820 -2.8139
H -0.6641 -5.2109 -2.4988
H -1.2302 -6.5922 -2.7507
O -3.4226 -4.5956 -1.7622
H -4.2013 -4.2022 -2.1561
H -3.0260 -3.8869 -1.2555
O -4.8429 -1.8994 2.0572
H -4.0171 -2.1398 1.6370
H -5.1358 -2.7025 2.4878
O -0.4902 -0.3809 -0.4728
H 0.1612 -0.7179 -1.0879
H -0.0321 0.3082 0.0083
O 1.5323 -3.3176 0.2105
H 1.3694 -3.5696 1.1195
H 2.4824 -3.2142 0.1567
O -4.4758 -1.8162 -2.1871
H -5.3952 -1.6986 -1.9483
H -3.9946 -1.2708 -1.5649
O 2.0785 -0.1123 1.7548
H 2.6006 -0.4949 1.0496
H 1.4518 -0.7972 1.9881
O 0.9813 3.2264 4.2214
H 1.1538 2.8425 5.0811
H 0.0440 3.0914 4.0821
O -0.7062 4.6148 1.7365
H -0.3635 5.0566 2.5134
H -0.3035 3.7467 1.7568
O -3.2292 -0.2640 -0.3524
H -2.2808 -0.3260 -0.2383
H -3.4958 0.4436 0.2344
O 3.2745 -1.8851 -3.2246
H 3.0773 -2.8133 -3.3507
H 3.1967 -1.5023 -4.0984
O 3.4972 -0.5110 -0.7999
H 3.3389 -1.0926 -1.5435
H 3.5129 0.3670 -1.1810
O -2.4397 -3.0299 0.6215
H -1.6662 -3.3896 0.1873
H -2.6346 -2.2270 0.1382
O -0.4010 -0.2326 3.8165
H -0.4099 -0.3175 4.7699
H -0.9320 -0.9658 3.5054
O -1.9672 5.0132 -1.6559
H -2.1099 5.6672 -2.3401
H -1.8811 4.1856 -2.1291
O 1.6011 2.1372 -0.8898
H 2.4577 2.4689 -0.6208
H 1.0464 2.2513 -0.1182
O 2.9557 3.8275 2.0947
H 3.5184 4.0436 2.8383
H 2.1083 3.6188 2.4877
O 0.8280 1.0355 -3.4061
H 1.2738 1.3969 -2.6400
H 1.4371 1.1824 -4.1297
O -3.8074 1.7698 1.3572
H -3.3777 1.7206 2.2111
H -3.9280 2.7067 1.2028
O -3.7181 0.9437 -3.1317
H -3.5038 0.3042 -2.4524
H -4.5863 0.6845 -3.4401
O -1.8496 -2.4491 3.2149
H -2.0843 -2.5724 2.2951
H -1.7284 -3.3364 3.5527
O 3.2745 0.9396 4.2735
H 2.6053 1.2071 3.6435
H 2.8514 1.0329 5.1270
O 0.3368 3.7235 -2.9624
H 0.2282 2.8935 -3.4267
H 1.0141 3.5465 -2.3096


## two
90
Properties=species:S:1:pos:R:3 method="wB97M-V/def2-TZVPD" gap_ev=8.61 homo_energy_ev=-9.4 mol_weight_g_mol=540.450
O -0.1505 0.2929 -1.7119
O 0.3437 -0.7029 1.6151
O 0.3609 2.2111 1.4279
O -1.9242 1.7364 -0.0524
O 0.3194 -3.1693 -0.7020
O -2.4872 -0.7855 1.2150
O -3.0117 -0.4799 -1.6979
O 1.1896 2.5056 -2.9177
O -1.6156 -2.4644 -2.8946
O 1.2907 3.8089 -0.3269
O 2.2295 -2.1978 2.9772
O -1.8680 -3.7268 1.3886
O 3.0744 -0.9110 -3.8579
O -1.3017 0.5613 4.4334
O 2.4564 1.6049 3.9415
O 3.0481 -4.2910 -1.1141
O 5.0019 -1.1812 -1.6257
O 2.1037 -3.4714 -3.6851
O -3.6903 -3.4376 -0.5889
O 4.5323 2.5405 0.9806
O 1.1604 0.2700 -5.2841
O 0.1769 3.3826 3.8578
O 4.8208 -2.5099 1.6813
O -4.8886 1.1393 1.0076
O -1.5065 4.7076 1.5607
O -3.2562 3.8100 -1.4754
O -1.5928 0.4425 -5.3501
O 5.9228 -0.0264 0.6495
O -4.3445 -2.4077 2.3873
O -3.9492 1.3378 3.6478
H -0.8324 -0.2358 -2.1650
H -0.7408 0.7956 -1.1270
H 0.4324 0.1554 1.1916
H -0.5757 -0.7462 1.6388
H 0.1653 2.5655 2.3253
H 1.0879 2.8099 1.0971
H -1.9427 2.4911 -0.5785
H -1.2742 1.9055 0.6450
H -0.2887 -3.4473 0.0074
H 0.4975 -2.2241 -0.4095
H -3.1729 -1.3499 1.5760
H -2.8935 0.0410 1.2356
H -2.7423 -0.5433 -0.7726
H -2.6563 -1.3047 -2.0581
H 2.0139 2.3631 -3.4194
H 0.8424 1.6258 -2.7299
H -0.7577 -2.7958 -2.5570
H -1.7466 -2.7533 -3.8201
H 1.2931 3.3812 -1.1372
H 1.5536 4.7151 -0.4646
H 1.9046 -3.1866 2.8263
H 1.5000 -1.6715 2.5469
H -1.8118 -4.5691 1.7991
H -2.5614 -3.2832 1.8703
H 2.2504 -0.4273 -4.1467
H 2.9656 -1.8117 -4.1576
H -2.1950 0.8787 4.3553
H -0.7658 0.8628 3.6607
H 2.0120 1.0727 3.3061
H 3.1984 1.0336 4.1886
H 2.1638 -4.1256 -0.7455
H 3.6854 -4.1740 -0.4214
H 4.4581 -0.9062 -2.4129
H 4.9022 -2.1724 -1.6122
H 2.3148 -3.9876 -2.8922
H 1.8213 -4.1650 -4.2922
H -2.9221 -3.6233 -0.0800
H -3.3573 -3.2120 -1.4668
H 3.5843 2.5052 0.7531
H 4.6216 2.8814 1.9054
H 0.1790 0.4037 -5.2897
H 1.5139 1.1279 -5.6003
H -0.5877 3.3334 4.4614
H 0.4708 4.3050 3.8340
H 3.9859 -2.2920 2.1282
H 5.0451 -1.6575 1.2499
H -5.1402 1.9374 0.5037
H -4.3929 1.3750 1.8143
H -0.5919 4.5781 1.3747
H -1.5483 4.5609 2.5488
H -3.8250 3.9808 -0.7105
H -2.6479 4.4868 -1.6758
H -2.3496 0.9521 -4.9388
H -1.6354 0.6451 -6.2993
H 6.0715 -0.1888 -0.2301
H 5.3842 0.8138 0.6603
H -4.7323 -2.7676 3.2667
H -5.0777 -2.5750 1.7883
H -4.5467 0.7886 4.2235
H -4.0507 2.2361 3.9419


Unit: kJ/mol. Relative energies: one 0.0; two 33.7.